No. 1
Formula: C42H38Cl2NO6RuSSb2
Source: OMol25
Level of theory: the ωB97M-V functional and the def2-TZVPD basis

## Properties
M: 1100.33 g/mol
LUMO energy (alpha / beta): 0.0900 / 0.0676 Ha
Electronic energy: -4023.428458 Ha
E_HOMO (alpha / beta): -4.59 / -5.60 eV
Energy above the lowest of the compared OMol25 structures with the same formula, charge and spin: 28.3 kcal per mole

Structure (ORCA input):
```
! wB97M-V def2-TZVPD RIJCOSX def2/J DEFGRID3
* xyz -1 5
Ru -0.765 -0.561 0.530
C 1.239 2.286 3.072
C 1.807 3.011 1.848
C 2.922 2.260 1.125
Sb 2.420 0.279 0.406
C 4.449 -0.273 -0.061
C 4.726 -1.628 -0.238
C 6.006 -2.062 -0.556
C 7.036 -1.142 -0.694
C 6.778 0.209 -0.513
C 5.494 0.638 -0.199
C 1.884 0.908 -1.573
C 0.430 0.784 -1.937
C 0.074 1.588 -3.152
C 1.010 2.119 -3.976
C 2.387 2.008 -3.675
C 2.785 1.439 -2.446
Sb -0.430 0.874 2.873
C -0.228 0.208 4.876
C -0.219 1.114 5.931
C -0.064 0.667 7.237
C 0.086 -0.689 7.492
C 0.072 -1.597 6.442
C -0.091 -1.151 5.138
C -1.927 2.372 3.117
C -1.834 3.566 2.411
C -2.804 4.551 2.548
C -3.877 4.349 3.402
C -3.976 3.161 4.113
C -3.010 2.175 3.970
H 0.849 3.017 3.785
H 2.039 1.748 3.590
H 2.221 3.971 2.180
H 1.018 3.270 1.136
H 3.272 2.834 0.264
H 3.770 2.122 1.803
H 3.931 -2.357 -0.121
H 6.199 -3.119 -0.691
H 8.036 -1.477 -0.940
H 7.578 0.933 -0.617
H 5.315 1.698 -0.061
H 0.269 -0.274 -2.215
H -0.981 1.681 -3.387
H 0.703 2.648 -4.871
H 3.130 2.418 -4.347
H 3.839 1.466 -2.188
H -0.352 2.174 5.744
H -0.068 1.378 8.055
H 0.205 -1.039 8.511
H 0.176 -2.657 6.638
H -0.132 -1.864 4.321
H -1.003 3.743 1.736
H -2.722 5.471 1.982
H -4.638 5.113 3.509
H -4.818 2.992 4.774
H -3.113 1.236 4.497
C -0.490 1.060 -0.734
H -0.180 1.990 -0.245
H -1.522 1.229 -1.067
O -2.663 -0.786 3.237
S -3.049 -1.153 1.868
O -4.393 -1.636 1.749
O -2.780 0.071 0.971
O -2.023 -2.118 1.302
Cl -2.912 -1.413 -2.252
C -3.237 -2.892 -3.098
C -4.182 -2.882 -4.109
C -4.486 -4.054 -4.780
C -3.820 -5.223 -4.448
C -2.859 -5.211 -3.453
Cl -1.992 -6.682 -3.139
C -2.553 -4.054 -2.719
N -1.596 -4.043 -1.722
C -1.674 -4.892 -0.596
C -2.858 -5.536 -0.259
C -2.931 -6.321 0.879
C -1.826 -6.457 1.704
C -0.648 -5.807 1.370
C -0.545 -5.040 0.219
C 0.748 -4.329 -0.107
C 0.623 -2.870 0.301
O 0.836 -2.519 1.459
O 0.220 -2.042 -0.617
H -4.686 -1.955 -4.343
H -5.238 -4.058 -5.557
H -4.021 -6.149 -4.967
H -1.215 -3.126 -1.501
H -3.740 -5.391 -0.871
H -3.868 -6.798 1.135
H -1.884 -7.052 2.605
H 0.219 -5.890 2.015
H 0.957 -4.396 -1.175
H 1.566 -4.774 0.458
*
```



No. 2
Formula: C15H25BrI3N2OV
Source: OMol25
Level of theory: the ωB97M-V functional and the def2-TZVPD basis

## Properties
M: 760.94 g/mol
LUMO energy (alpha / beta): -0.2639 / -0.2507 Ha
Electronic energy: -5181.851194 Ha
E_HOMO (alpha / beta): -14.37 / -14.37 eV
Energy above the lowest of the compared OMol25 structures with the same formula, charge and spin: 2.4 kcal per mole

Structure (ORCA input):
```
! wB97M-V def2-TZVPD RIJCOSX def2/J DEFGRID3
* xyz 2 3
V -0.279 -0.366 -1.050
C 1.194 -2.470 0.176
N 1.204 -0.984 0.281
C 0.926 -0.605 1.699
C 2.539 -0.441 -0.130
C 2.339 0.872 -0.857
N 1.325 0.691 -1.940
C 0.947 2.035 -2.472
C 1.900 -0.104 -3.060
H 2.024 -2.904 0.737
H 1.280 -2.784 -0.867
H 0.268 -2.862 0.588
H 1.670 -1.064 2.351
H -0.062 -0.958 1.988
H 0.968 0.476 1.816
H 3.027 -1.167 -0.777
H 3.177 -0.313 0.744
H 3.280 1.230 -1.279
H 1.964 1.639 -0.178
H 1.842 2.562 -2.810
H 0.466 2.620 -1.694
H 0.266 1.928 -3.311
H 2.838 0.341 -3.398
H 1.207 -0.109 -3.897
H 2.093 -1.133 -2.759
I -2.648 -1.778 0.218
C -3.131 -3.706 -0.574
I -1.571 -4.701 -1.587
H -3.948 -3.548 -1.265
H -3.430 -4.305 0.277
C -1.550 -1.462 -3.934
C -1.217 -0.701 -2.713
O -1.679 0.374 -2.324
H -1.226 -0.886 -4.808
H -2.635 -1.562 -4.020
H -1.074 -2.437 -3.934
Br -0.627 4.877 1.848
C -0.951 3.406 2.972
C -0.814 3.581 4.342
C -1.042 2.522 5.209
C -1.419 1.279 4.722
C -1.563 1.090 3.357
C -1.323 2.154 2.502
I -1.602 1.852 0.445
H -0.527 4.552 4.721
H -0.929 2.676 6.274
H -1.610 0.457 5.400
H -1.890 0.132 2.972
*
```



No. 3
Formula: CH6N2
Source: OMol25
Level of theory: the ωB97M-V functional and the def2-TZVPD basis

## Properties
M: 46.07 g/mol
LUMO energy: 0.0431 Ha
Electronic energy: -151.138440 Ha
E_HOMO: -9.05 eV
SMILES: CNN
Energy above the lowest of the compared OMol25 structures with the same formula, charge and spin: 38.0 kcal per mole

Structure (ORCA input):
```
! wB97M-V def2-TZVPD RIJCOSX def2/J DEFGRID3
* xyz 0 1
C 0.217 -0.145 0.856
N 0.783 -0.135 -0.528
N -0.364 -0.046 -1.520
H -0.706 -0.674 0.737
H 0.856 -0.864 1.365
H 0.103 0.814 1.281
H 1.388 0.596 -0.705
H -0.801 -0.927 -1.383
H -0.972 0.822 -1.333
*
```



No. 4
Formula: C4H8O4
Source: OMol25
Level of theory: the ωB97M-V functional and the def2-TZVPD basis

## Properties
M: 120.10 g/mol
LUMO energy: 0.0193 Ha
Electronic energy: -458.196751 Ha
E_HOMO: -10.26 eV
SMILES: CC(=O)O.CC(=O)O
Energy above the lowest of the compared OMol25 structures with the same formula, charge and spin: 22.8 kcal per mole

Structure (ORCA input):
```
! wB97M-V def2-TZVPD RIJCOSX def2/J DEFGRID3
* xyz 0 1
C 1.251 -0.431 2.875
C 2.239 -0.374 1.712
O 1.878 -0.451 0.502
O 3.471 -0.551 2.168
H 0.535 -1.236 2.637
H 0.698 0.520 2.956
H 1.716 -0.652 3.850
H 4.071 -0.490 1.375
C -2.551 0.689 -3.029
C -1.963 0.235 -1.667
O -2.540 -0.420 -0.785
O -0.608 0.523 -1.652
H -1.850 0.545 -3.868
H -2.758 1.767 -2.925
H -3.495 0.170 -3.266
H -0.094 0.155 -0.883
*
```



No. 5
Formula: C9H21Cl2N2
Source: OMol25
Level of theory: the ωB97M-V functional and the def2-TZVPD basis

## Properties
M: 228.19 g/mol
LUMO energy (alpha / beta): -0.1726 / -0.1555 Ha
Electronic energy: -1385.009803 Ha
E_HOMO (alpha / beta): -11.20 / -11.67 eV

Structure (ORCA input):
```
! wB97M-V def2-TZVPD RIJCOSX def2/J DEFGRID3
* xyz 1 1
C 0.800 -0.999 -2.171
C -1.339 -2.119 -1.320
C -1.687 1.943 -0.204
C 0.525 2.022 -1.218
C -0.964 -0.647 1.249
C -0.493 -0.799 -1.335
C -0.262 1.480 -0.086
C -0.369 -0.076 -0.031
C 2.274 -0.554 0.828
N 2.015 -0.210 2.255
N -0.760 0.076 2.563
Cl 3.589 0.477 0.239
Cl 2.450 -2.310 0.786
H 1.118 -2.040 -1.940
H 0.558 -0.873 -3.262
H 1.697 -0.290 -2.107
H -1.640 -2.444 -2.407
H -0.920 -3.019 -0.955
H -2.217 -1.785 -0.764
H -2.034 2.293 -1.266
H -1.768 2.817 0.484
H -2.366 1.117 -0.078
H 1.554 1.772 -0.968
H 0.262 1.623 -2.221
H 0.511 3.088 -1.315
H -0.685 -1.616 1.573
H -2.061 -0.739 1.009
H -1.079 -0.066 -1.979
H 0.152 1.872 0.789
H 2.501 -0.795 3.030
H 2.364 0.654 2.476
H -1.417 0.834 2.567
H 0.917 -0.194 2.511
H -1.224 -0.490 3.272
*
```



No. 6
Formula: C48H41N7NiP2S3
Source: OMol25
Level of theory: the ωB97M-V functional and the def2-TZVPD basis

## Properties
M: 932.75 g/mol
LUMO energy (alpha / beta): -0.0353 / -0.0362 Ha
Electronic energy: -5622.495832 Ha
E_HOMO (alpha / beta): -6.93 / -6.90 eV
Energy above the lowest of the compared OMol25 structures with the same formula, charge and spin: 0.0 kcal per mole

Structure (ORCA input):
```
! wB97M-V def2-TZVPD RIJCOSX def2/J DEFGRID3
* xyz 0 3
Ni 0.373 2.437 -0.248
N 2.136 2.883 3.411
C 3.272 2.160 3.076
C 4.619 2.370 3.451
C 5.541 1.506 2.878
C 5.258 0.697 1.787
C 4.011 0.697 1.204
C 2.990 1.461 1.887
N 1.640 1.699 1.532
C 1.203 2.603 2.436
C -0.105 3.247 2.344
C -0.677 4.128 3.238
S -2.011 4.943 2.393
C -1.878 3.884 1.078
N -0.848 3.006 1.172
H 1.907 3.419 4.219
H 4.911 3.017 4.252
H 6.572 1.483 3.234
H 6.084 0.223 1.259
H 3.862 0.186 0.271
H -0.494 4.384 4.272
H -2.616 3.995 0.298
C -3.586 -6.196 -1.552
S -4.727 -4.820 -1.278
C -4.044 -3.719 -0.049
C -2.853 -2.789 -0.411
C -2.702 -1.567 0.510
N -1.333 -1.106 0.633
P -0.736 -0.749 2.333
C -2.093 -1.190 3.420
C -3.068 -0.243 3.741
C -4.046 -0.518 4.720
C -4.111 -1.795 5.301
C -3.325 -2.814 4.809
C -2.336 -2.503 3.886
C 0.524 -1.971 2.828
C 0.318 -3.208 2.273
C 1.162 -4.305 2.516
C 2.291 -4.104 3.320
C 2.453 -2.864 3.954
C 1.609 -1.771 3.654
P -0.495 0.035 -0.487
C 0.891 -0.987 -1.052
C 1.732 -0.381 -1.951
C 2.925 -1.025 -2.316
C 3.216 -2.274 -1.731
C 2.342 -2.932 -0.851
C 1.131 -2.285 -0.591
C -1.589 0.115 -1.909
C -1.220 -0.395 -3.166
C -2.020 -0.140 -4.313
C -3.060 0.775 -4.260
C -3.506 1.280 -3.021
C -2.736 0.934 -1.885
H -3.236 -6.733 -0.614
H -2.721 -5.851 -2.108
H -4.166 -6.894 -2.158
H -3.756 -4.404 0.790
H -4.919 -3.211 0.350
H -3.135 -2.524 -1.433
H -1.912 -3.359 -0.588
H -3.144 -1.948 1.419
H -3.263 -0.675 0.145
H -2.972 0.721 3.203
H -4.705 0.222 5.137
H -4.960 -2.007 5.968
H -3.478 -3.853 5.159
H -1.781 -3.260 3.375
H -0.592 -3.439 1.715
H 1.008 -5.216 1.958
H 3.022 -4.897 3.542
H 3.323 -2.719 4.610
H 1.777 -0.773 4.107
H 1.472 0.587 -2.370
H 3.710 -0.565 -2.945
H 4.100 -2.787 -2.091
H 2.610 -3.835 -0.251
H 0.411 -2.806 0.023
H -0.329 -1.025 -3.302
H -1.752 -0.533 -5.281
H -3.541 1.102 -5.209
H -4.379 1.976 -2.988
H -3.090 1.277 -0.867
S 2.386 2.885 -1.192
C 2.777 2.898 -2.825
C 4.081 3.395 -3.232
C 4.385 3.744 -4.569
C 3.558 3.294 -5.583
C 2.381 2.663 -5.214
C 1.965 2.492 -3.895
H 4.787 3.503 -2.450
H 5.285 4.284 -4.829
H 3.928 3.401 -6.590
H 1.669 2.287 -5.956
H 0.922 2.165 -3.766
N -0.702 3.316 -1.564
C -1.058 3.960 -2.455
C -1.521 4.572 -3.626
C -2.359 5.720 -3.726
N -3.139 6.590 -3.772
C -1.007 3.962 -4.793
N -0.706 3.384 -5.782
*
```



No. 7
Formula: C29H26AsN4O3S2Sr
Source: OMol25
Level of theory: the ωB97M-V functional and the def2-TZVPD basis

## Properties
M: 705.23 g/mol
LUMO energy: 0.0789 Ha
Electronic energy: -4628.415364 Ha
E_HOMO: -4.56 eV
Energy above the lowest of the compared OMol25 structures with the same formula, charge and spin: 17.9 kcal per mole

Structure (ORCA input):
```
! wB97M-V def2-TZVPD RIJCOSX def2/J DEFGRID3
* xyz -1 1
Sr -0.721 0.444 -0.035
O -0.505 -0.291 -4.813
C 0.817 -0.156 -5.043
C 1.259 -0.227 -6.365
C 2.602 -0.093 -6.659
C 3.527 0.116 -5.641
C 3.088 0.182 -4.331
C 1.740 0.048 -4.002
C 1.284 0.105 -2.574
O -0.002 0.105 -2.370
N 2.230 0.178 -1.683
N 1.747 0.283 -0.382
C 2.638 0.562 0.491
C 2.423 0.761 1.922
C 3.497 1.331 2.617
C 3.452 1.600 3.973
C 2.290 1.268 4.670
C 1.217 0.692 4.026
C 1.226 0.419 2.634
O 0.199 -0.128 2.072
H -0.591 -0.147 -3.828
H 0.523 -0.387 -7.142
H 2.931 -0.148 -7.690
H 4.580 0.226 -5.870
H 3.782 0.339 -3.517
H 3.664 0.700 0.140
H 4.392 1.576 2.054
H 4.297 2.050 4.477
H 2.228 1.464 5.736
H 0.315 0.432 4.568
N 1.420 8.600 6.043
C 1.163 7.835 5.222
C 0.844 6.882 4.198
C -0.064 7.218 3.196
C -0.375 6.297 2.212
C 0.211 5.025 2.204
C 1.128 4.703 3.220
C 1.440 5.618 4.204
C -0.102 4.046 1.214
C -0.201 3.068 0.477
H -0.521 8.199 3.193
H -1.077 6.555 1.430
H 1.583 3.721 3.220
H 2.146 5.359 4.982
S -0.329 -4.575 -1.309
C 0.480 -4.304 0.177
C 0.398 -2.990 0.507
N -0.279 -2.209 -0.395
C -0.713 -2.915 -1.394
H 0.963 -5.099 0.717
H 0.803 -2.511 1.387
H -1.250 -2.495 -2.232
C -5.474 2.277 0.607
As -3.780 1.385 0.347
C -2.833 1.736 1.991
C -3.006 2.347 -1.141
S -3.978 -0.651 -0.047
H -5.307 3.333 0.815
H -5.984 1.804 1.443
H -6.067 2.158 -0.298
H -2.051 2.483 1.848
H -2.415 0.812 2.405
H -3.585 2.113 2.685
H -2.142 2.947 -0.846
H -3.795 3.003 -1.508
H -2.742 1.658 -1.946
*
```



No. 8
Formula: C18H60AsF6O12
Source: OMol25
Level of theory: the ωB97M-V functional and the def2-TZVPD basis

## Properties
M: 657.58 g/mol
LUMO energy: 0.0873 Ha
Electronic energy: -4459.747967 Ha
E_HOMO: -7.19 eV
Energy above the lowest of the compared OMol25 structures with the same formula, charge and spin: 77.0 kcal per mole

Structure (ORCA input):
```
! wB97M-V def2-TZVPD RIJCOSX def2/J DEFGRID3
* xyz -1 1
As -0.582 -0.468 0.309
F -0.463 -0.697 -1.434
F 1.022 0.217 0.396
F -0.750 -0.318 2.050
F -2.195 -1.129 0.225
F 0.084 -2.073 0.567
F -1.187 1.142 0.058
C 3.664 -2.036 0.478
C 3.766 -2.642 -0.903
C 2.581 -2.359 -1.809
O 4.955 -2.222 -1.571
H 3.435 -0.969 0.539
H 4.571 -2.162 1.073
H 2.824 -2.510 0.996
H 3.837 -3.729 -0.826
H 2.607 -2.940 -2.730
H 2.458 -1.318 -2.123
H 1.617 -2.570 -1.338
H 4.973 -1.255 -1.674
C -2.470 2.343 -2.868
C -1.860 3.558 -3.542
C -1.109 4.409 -2.495
O -1.010 3.127 -4.613
H -3.018 1.747 -3.600
H -3.237 2.699 -2.180
H -1.683 1.775 -2.373
H -2.645 4.186 -3.974
H -1.170 5.463 -2.794
H -0.029 4.264 -2.440
H -1.553 4.335 -1.504
H -1.048 3.797 -5.301
C 6.636 2.113 -0.806
C 5.521 1.084 -0.809
C 4.200 1.696 -0.360
O 5.394 0.563 -2.139
H 6.784 2.568 0.177
H 6.512 2.921 -1.528
H 7.571 1.600 -1.048
H 5.800 0.242 -0.174
H 3.873 2.475 -1.051
H 4.272 2.063 0.664
H 3.421 0.932 -0.372
H 5.065 1.248 -2.731
C -4.891 -2.423 0.668
O -5.501 -3.126 1.744
H -4.112 -3.015 0.178
H -5.581 -2.211 -0.157
H -4.496 -1.483 1.037
H -5.595 -4.043 1.475
C -0.698 2.599 4.137
O 0.138 2.833 5.268
H -1.749 2.782 4.344
H -0.362 3.297 3.363
H -0.617 1.569 3.789
H 1.044 2.623 4.996
C -0.968 -4.219 -1.490
O -0.950 -3.190 -2.474
H -1.320 -5.136 -1.966
H -0.005 -4.429 -1.023
H -1.725 -3.942 -0.751
H -0.869 -2.340 -2.002
C 2.311 0.613 3.321
O 2.486 1.400 4.507
H 2.110 1.255 2.469
H 3.233 0.050 3.149
H 1.514 -0.132 3.366
H 2.746 0.788 5.201
C -4.360 2.129 0.701
O -3.126 2.806 0.920
H -5.181 2.678 1.164
H -4.591 2.077 -0.365
H -4.313 1.156 1.196
H -2.443 2.239 0.525
C -4.028 -0.619 -2.288
O -5.264 0.027 -1.951
H -3.942 -0.752 -3.367
H -3.226 0.012 -1.917
H -4.002 -1.546 -1.716
H -5.997 -0.495 -2.282
C -2.740 -1.692 4.111
O -2.712 -0.279 3.961
H -1.808 -2.033 4.574
H -3.588 -2.015 4.706
H -2.763 -2.178 3.133
H -2.114 -0.088 3.222
C 0.296 -3.810 3.097
O -0.787 -3.979 2.207
H 0.524 -2.749 3.231
H -0.062 -4.155 4.070
H 1.176 -4.378 2.792
H -0.831 -3.260 1.555
C 1.525 1.369 -2.872
O 1.597 2.297 -3.947
H 0.896 0.538 -3.204
H 2.531 1.017 -2.666
H 1.061 1.809 -1.983
H 0.701 2.586 -4.182
*
```